A structure of composition C45H40Br2N11O3SSiTi, computed with ωB97M-V/def2-TZVPD.

Element x y z (Å)
1 Ti -0.603 0.266 0.335
2 C -5.030 -2.235 -3.573
3 C -4.380 -0.853 -3.602
4 N -4.333 -0.215 -2.298
5 C -3.331 -0.455 -1.382
6 S -3.519 0.251 0.169
7 N -2.363 -1.222 -1.829
8 N -1.243 -1.386 -1.040
9 C -0.558 -2.440 -1.325
10 C -0.992 -3.427 -2.364
11 C 0.718 -2.712 -0.621
12 C 1.660 -3.580 -1.162
13 C 2.847 -3.791 -0.482
14 C 3.045 -3.168 0.737
15 C 2.043 -2.334 1.204
16 N 0.919 -2.102 0.537
17 H -4.958 -2.721 -4.551
18 H -6.086 -2.164 -3.299
19 H -4.524 -2.860 -2.834
20 H -4.920 -0.191 -4.283
21 H -3.355 -0.938 -3.950
22 H -5.204 0.041 -1.869
23 H -2.043 -3.293 -2.580
24 H -0.816 -4.446 -2.010
25 H -0.432 -3.278 -3.294
26 H 1.482 -4.051 -2.119
27 H 3.610 -4.435 -0.899
28 H 3.954 -3.308 1.306
29 H 2.143 -1.831 2.161
30 Br 5.100 5.902 -5.443
31 C 5.567 4.350 -4.431
32 C 6.374 3.379 -5.003
33 C 6.748 2.277 -4.255
34 C 6.335 2.104 -2.917
35 C 5.477 3.103 -2.385
36 C 5.116 4.215 -3.128
37 N 6.938 1.076 -2.211
38 N 6.465 0.608 -1.056
39 C 5.128 0.516 -0.741
40 C 4.760 0.690 0.594
41 C 3.421 0.724 0.999
42 C 2.400 0.502 0.116
43 O 1.093 0.569 0.487
44 C 2.716 0.106 -1.214
45 N 1.689 -0.329 -1.989
46 C 1.955 -0.747 -3.199
47 C 3.253 -0.807 -3.729
48 C 4.300 -0.373 -2.957
49 C 4.064 0.126 -1.660
50 H 6.709 3.490 -6.027
51 H 7.381 1.512 -4.692
52 H 5.120 3.015 -1.369
53 H 4.482 4.975 -2.689
54 H 5.550 0.886 1.310
55 H 3.174 0.965 2.029
56 H 1.101 -1.073 -3.793
57 H 3.421 -1.202 -4.723
58 H 5.313 -0.429 -3.324
59 N -1.299 -1.125 1.702
60 C -1.822 -1.987 2.257
61 C -2.398 -3.082 2.897
62 C -3.156 -2.943 4.094
63 N -3.777 -2.875 5.067
64 C -2.222 -4.378 2.331
65 N -2.086 -5.435 1.880
66 C -3.306 3.635 1.859
67 Si -1.456 3.314 1.663
68 C -0.560 4.290 3.006
69 C -0.957 4.235 0.118
70 N -0.974 1.654 1.802
71 C -0.813 1.186 3.127
72 C -1.758 1.465 4.126
73 C -1.619 1.002 5.427
74 C -0.517 0.246 5.795
75 C 0.440 -0.035 4.828
76 C 0.296 0.418 3.526
77 H -3.628 4.409 1.153
78 H -3.551 3.977 2.871
79 H -3.886 2.731 1.652
80 H -0.924 5.324 3.037
81 H 0.514 4.311 2.784
82 H -0.682 3.852 4.001
83 H -0.984 5.302 0.359
84 H -1.648 4.070 -0.713
85 H 0.054 3.983 -0.215
86 H -2.638 2.041 3.856
87 H -2.387 1.232 6.157
88 H -0.408 -0.123 6.808
89 H 1.316 -0.618 5.091
90 H 1.051 0.177 2.796
91 Br -0.980 5.080 -6.398
92 C -1.701 4.099 -4.932
93 C -3.078 4.031 -4.791
94 C -3.605 3.312 -3.726
95 C -2.764 2.682 -2.818
96 C -1.389 2.760 -2.985
97 C -0.845 3.476 -4.046
98 C -0.449 2.113 -2.005
99 O 0.731 2.338 -2.066
100 O -1.054 1.340 -1.112
101 H -3.724 4.536 -5.498
102 H -4.682 3.248 -3.604
103 H -3.164 2.140 -1.968
104 H 0.232 3.535 -4.142

Atoms 1-3, force components in eV/Å:
Ti -1.3092 0.7420 0.8734
C 0.0397 -0.0075 0.0038
C -0.0482 -0.0668 0.2471

Computed properties:
Expectation value of S²: 0.78
Total charge: -2
2S+1: 2
Relative energy (zero: lowest compared OMol25 entry of this formula, charge and spin): 34.4 kcal/mol
E_tot: -251766.6306 eV